{
  "formula": "C42H118N8O18",
  "method": "wB97M-V/def2-TZVPD",
  "species": ["C", "C", "C", "O", "C", "N", "H", "H", "H", "H", "H", "H", "H", "H", "H", "H", "H", "C", "C", "C", "O", "C", "N", "H", "H", "H", "H", "H", "H", "H", "H", "H", "H", "H", "C", "C", "C", "O", "C", "N", "H", "H", "H", "H", "H", "H", "H", "H", "H", "H", "H", "C", "C", "C", "O", "C", "N", "H", "H", "H", "H", "H", "H", "H", "H", "H", "H", "H", "C", "C", "C", "O", "C", "N", "H", "H", "H", "H", "H", "H", "H", "H", "H", "H", "H", "C", "C", "C", "O", "C", "N", "H", "H", "H", "H", "H", "H", "H", "H", "H", "H", "H", "C", "C", "C", "O", "C", "N", "H", "H", "H", "H", "H", "H", "H", "H", "H", "H", "H", "C", "C", "C", "O", "C", "N", "H", "H", "H", "H", "H", "H", "H", "H", "H", "H", "H", "C", "C", "O", "O", "H", "H", "H", "H", "H", "H", "C", "C", "O", "O", "H", "H", "H", "H", "H", "H", "C", "C", "O", "O", "H", "H", "H", "H", "H", "H", "C", "C", "O", "O", "H", "H", "H", "H", "H", "H", "C", "C", "O", "O", "H", "H", "H", "H", "H", "H"],
  "positions_angstrom": [[6.3946, 1.2095, -5.6241], [7.2039, 1.7130, -6.8033], [8.5766, 1.1601, -6.7573], [9.5426, 2.0352, -6.0932], [10.8336, 1.6015, -6.1936], [6.5139, 1.2615, -8.0240], [6.4197, 0.1198, -5.6255], [5.3563, 1.5412, -5.6250], [6.8565, 1.5315, -4.6908], [7.2483, 2.7984, -6.8928], [8.8644, 1.0910, -7.8064], [8.5613, 0.1564, -6.3323], [10.7848, 0.6730, -5.6247], [11.5595, 2.2418, -5.6924], [11.1318, 1.4427, -7.2299], [5.5714, 1.6230, -7.9911], [6.9416, 1.8169, -8.7511], [-5.9722, 3.2901, 4.5964], [-6.9832, 4.4011, 5.0372], [-6.4499, 5.2263, 6.2632], [-7.4408, 6.2268, 6.5046], [-7.0347, 6.9434, 7.7252], [-7.0662, 5.1382, 3.8395], [-5.0211, 3.6323, 4.1885], [-6.4689, 2.6598, 3.8588], [-5.7561, 2.6344, 5.4398], [-8.0138, 4.1088, 5.2387], [-5.4957, 5.6739, 5.9852], [-6.2264, 4.5737, 7.1071], [-6.9695, 6.2662, 8.5769], [-7.6694, 7.7796, 8.0185], [-5.9891, 7.2504, 7.7455], [-7.4829, 6.0416, 4.0137], [-7.8180, 4.7038, 3.3235], [1.4724, -5.0911, 9.1120], [2.2794, -5.6240, 7.9654], [3.3818, -4.6217, 7.6102], [2.8807, -3.3648, 7.3172], [2.0330, -3.2239, 6.1347], [2.8292, -6.9618, 8.4637], [0.8431, -4.2301, 8.8865], [2.1664, -4.8116, 9.9047], [0.7178, -5.7789, 9.4936], [1.6529, -5.6436, 7.0737], [3.9806, -5.0011, 6.7823], [4.0332, -4.4990, 8.4755], [2.7094, -3.2109, 5.2800], [1.6680, -2.2052, 6.2655], [1.1070, -3.7862, 6.0148], [2.0304, -7.5052, 8.7583], [3.1148, -7.4836, 7.6474], [7.9519, 0.4538, 6.2878], [7.2207, 1.5696, 5.5050], [7.1110, 1.2678, 3.9694], [6.4931, 2.4207, 3.3707], [6.1574, 2.1556, 2.0248], [5.9098, 1.6356, 6.1177], [8.9905, 0.4737, 5.9576], [7.5405, -0.5519, 6.2010], [7.9663, 0.8070, 7.3189], [7.7869, 2.4658, 5.7584], [6.4657, 0.3896, 3.9480], [8.0337, 1.0970, 3.4149], [5.4047, 2.8859, 1.7277], [5.7783, 1.1434, 1.8847], [7.0146, 2.3675, 1.3856], [5.5913, 0.6900, 6.2741], [5.3915, 2.0266, 5.3441], [4.6987, -4.9492, -0.2487], [5.4822, -5.2918, -1.5661], [6.6814, -6.2530, -1.3830], [7.5640, -6.1325, -2.4423], [8.5410, -7.2017, -2.5000], [4.5134, -5.6696, -2.6567], [4.3855, -5.8563, 0.2680], [3.8149, -4.3462, -0.4572], [5.3957, -4.3776, 0.3641], [5.8607, -4.3143, -1.8653], [6.2565, -7.2568, -1.3889], [7.2696, -6.0611, -0.4856], [9.1249, -7.0958, -3.4143], [8.0404, -8.1601, -2.6381], [9.3329, -7.2215, -1.7513], [4.9033, -6.2163, -3.4112], [4.1517, -4.7854, -2.9845], [-1.4429, 8.3072, 0.9383], [-0.1442, 7.7947, 0.4189], [0.4459, 6.5756, 1.1812], [0.6852, 6.7692, 2.5552], [0.5080, 5.6041, 3.3104], [-0.3714, 7.3689, -0.9404], [-1.4365, 8.6815, 1.9621], [-2.2087, 7.5462, 1.0884], [-1.8051, 9.1985, 0.4260], [0.6035, 8.5876, 0.4031], [1.3290, 6.1822, 0.6779], [-0.2597, 5.7923, 0.9041], [-0.5576, 5.3745, 3.3151], [0.9048, 5.7406, 4.3164], [0.8954, 4.6890, 2.8626], [0.4416, 7.2057, -1.5171], [-0.8109, 8.1171, -1.4572], [-7.3306, -1.7892, 8.1791], [-6.4451, -2.9785, 8.2111], [-5.4902, -2.9753, 6.9831], [-6.1872, -3.0419, 5.7298], [-5.5200, -3.5272, 4.6193], [-5.7521, -3.1465, 9.5356], [-7.7981, -1.5769, 7.2176], [-6.6493, -0.9627, 8.3818], [-8.0685, -1.6519, 8.9695], [-7.0974, -3.8360, 8.0462], [-4.7448, -3.7701, 6.9546], [-4.8669, -2.0827, 6.9307], [-4.6896, -2.8592, 4.3904], [-6.2058, -3.4851, 3.7732], [-5.2559, -4.5682, 4.8053], [-6.2733, -2.7075, 10.2810], [-4.9395, -2.5477, 9.5715], [-7.9392, -0.9956, -4.2492], [-7.2712, -1.8491, -3.1765], [-6.2749, -2.8700, -3.8550], [-7.0516, -3.8373, -4.5732], [-6.2010, -4.8924, -5.0616], [-6.7065, -0.8705, -2.2699], [-8.6236, -1.5057, -4.9271], [-7.2602, -0.5786, -4.9929], [-8.5634, -0.2263, -3.7945], [-7.9844, -2.4346, -2.5963], [-5.7177, -3.3050, -3.0253], [-5.5824, -2.2263, -4.3975], [-6.8847, -5.6062, -5.5211], [-5.4809, -5.2938, -4.3486], [-5.6270, -4.4484, -5.8750], [-6.1748, -1.4914, -1.6767], [-6.0255, -0.3261, -2.7798], [-0.8916, -7.7524, -0.2513], [-1.9477, -6.9969, -1.0394], [-1.3161, -5.9995, -1.8509], [0.3565, -8.0045, -1.0157], [-1.3289, -8.6878, 0.0979], [-0.6534, -7.1109, 0.5972], [-2.8048, -6.6378, -0.4698], [-2.3881, -7.7875, -1.6470], [-1.1195, -6.3670, -2.7157], [0.6755, -7.1755, -1.3798], [1.3510, 6.0409, -7.3122], [1.9093, 5.6944, -8.7665], [1.3241, 6.4689, -9.7772], [1.9988, 7.1478, -6.7238], [1.6515, 5.3523, -6.5225], [0.2708, 6.1794, -7.3588], [1.5950, 4.6580, -8.8900], [2.9931, 5.8075, -8.7925], [0.4273, 6.1432, -9.8833], [2.8172, 6.8498, -6.3202], [-5.6530, 6.0387, -3.5762], [-6.9336, 5.3563, -4.0755], [-6.6107, 4.6147, -5.2078], [-4.5507, 5.1447, -3.5654], [-5.7245, 6.2786, -2.5154], [-5.4734, 6.9174, -4.1957], [-7.6324, 6.1430, -4.3599], [-7.3733, 4.7659, -3.2716], [-5.6832, 4.4335, -5.0387], [-3.8234, 5.6346, -3.1747], [-0.4659, 0.4971, -2.3549], [-0.4394, 0.0657, -0.9141], [-1.3523, -1.0159, -0.6969], [0.0344, -0.5360, -3.3160], [0.1094, 1.4004, -2.5581], [-1.4173, 0.7558, -2.8198], [-0.6732, 0.9181, -0.2762], [0.5506, -0.2658, -0.6008], [-1.0795, -1.7139, -1.2969], [0.1112, -0.1376, -4.1861], [-0.7959, -2.7759, -9.2253], [0.4762, -1.8898, -9.0769], [-0.1196, -0.7286, -8.5050], [-1.7104, -2.3625, -10.2649], [-1.4049, -2.8761, -8.3269], [-0.4823, -3.7708, -9.5414], [0.9674, -1.6847, -10.0281], [1.1011, -2.4327, -8.3678], [-0.8643, -0.4066, -9.0182], [-2.3282, -3.0926, -10.3480]],
  "lowdin_charge": [-0.06, -0.46, -0.18, -0.19, -0.15, 0.03, 0.08, 0.07, 0.08, 0.14, 0.12, 0.13, 0.09, 0.09, 0.09, 0.06, 0.07, -0.07, -0.43, -0.20, -0.18, -0.09, 0.01, 0.08, 0.07, 0.06, 0.13, 0.12, 0.12, 0.07, 0.08, 0.08, 0.07, 0.08, -0.08, -0.42, -0.25, -0.19, -0.07, 0.04, 0.08, 0.09, 0.08, 0.12, 0.12, 0.13, 0.09, 0.08, 0.08, 0.05, 0.06, -0.08, -0.43, -0.18, -0.20, -0.12, 0.03, 0.07, 0.08, 0.08, 0.13, 0.12, 0.12, 0.08, 0.09, 0.08, 0.07, 0.06, -0.06, -0.39, -0.23, -0.19, -0.09, 0.03, 0.07, 0.07, 0.07, 0.12, 0.12, 0.13, 0.08, 0.08, 0.08, 0.06, 0.06, -0.07, -0.45, -0.21, -0.17, -0.12, 0.02, 0.08, 0.09, 0.08, 0.13, 0.12, 0.11, 0.08, 0.09, 0.08, 0.07, 0.07, -0.09, -0.42, -0.18, -0.21, -0.13, 0.04, 0.08, 0.08, 0.08, 0.13, 0.12, 0.12, 0.09, 0.09, 0.09, 0.06, 0.06, -0.08, -0.44, -0.20, -0.18, -0.10, 0.03, 0.07, 0.08, 0.08, 0.14, 0.11, 0.12, 0.09, 0.08, 0.08, 0.06, 0.07, -0.21, -0.25, -0.07, -0.08, 0.12, 0.11, 0.12, 0.11, 0.09, 0.06, -0.22, -0.24, -0.06, -0.09, 0.11, 0.12, 0.11, 0.12, 0.08, 0.08, -0.24, -0.26, -0.05, -0.08, 0.12, 0.12, 0.12, 0.11, 0.06, 0.09, -0.20, -0.24, -0.07, -0.10, 0.11, 0.12, 0.12, 0.12, 0.08, 0.07, -0.24, -0.20, -0.09, -0.09, 0.12, 0.11, 0.12, 0.12, 0.08, 0.08],
  "homo_ev": -9.155,
  "e_above_lowest_kj_mol": 717.3,
  "lumo_energy_ev": -0.136,
  "charge": 0,
  "orbital_gap_ev": 9.02,
  "total_energy_ev": -94229.8582,
  "spin_multiplicity": 1
}